18
Properties=species:S:1:pos:R:3:forces:R:3:mulliken_charge:R:1 method="wB97M-V/def2-TZVPD" de_lowest_kcal_mol=189.26 e_tot_ev=-11481.9798 largest_force_ev_per_a=3.33 homo_energy_ev="-9.37 / -9.14" e_lumo_ha="-0.0323 / -0.0325"
C 2.0129 0.5522 -0.3413 2.1 -1.8 -1.8 -0.89
O 1.0234 -1.1129 -0.7312 1.3 1.5 1.5 -0.35
O 1.6938 -2.0699 0.0428 -0.4 0.3 -0.3 -0.33
H 1.1035 -2.1688 0.8270 0.0 0.1 -0.2 0.39
H 2.2706 1.4392 0.2371 -1.5 0.2 0.6 0.39
H 1.9024 0.7840 -1.3933 0.2 0.0 0.0 0.28
H 2.8540 -0.0890 -0.0895 -0.2 -0.4 -0.6 0.33
C -0.5021 1.2130 0.7227 2.1 -0.4 -0.2 -0.49
C -1.3297 0.2001 0.0545 -0.5 0.2 -0.7 0.79
C -1.0238 -1.2173 0.3835 -0.4 0.0 0.6 0.23
C -2.2501 0.4871 -0.8742 0.3 -0.4 0.4 -1.03
O -0.5267 -1.5684 1.4434 -0.3 0.1 -0.4 -0.65
H -1.4069 -1.9496 -0.3458 0.1 -0.1 0.0 0.28
H -0.5197 1.1308 1.8072 0.0 0.1 0.0 0.29
H 0.6170 0.9281 0.4044 -2.6 0.5 1.0 -0.18
H -0.6344 2.2336 0.3776 -0.3 0.0 0.0 0.40
H -2.7759 -0.2979 -1.4003 0.0 -0.1 0.0 0.26
H -2.5084 1.5058 -1.1245 0.0 0.1 0.0 0.28